Below is a 3-piece molecular cluster, C4H13NO3 overall, with properties calculated with ωB97M-V with the def2-TZVPD basis set.

Last column: natural (NBO) charge in e.
Cartesian coordinates (Å):
C (-0.957, -1.865, -1.485)  -0.42
N (-0.267, -0.580, -1.267)  -0.61
C (0.553, -1.115, 0.949)  -0.64
C (0.946, -0.690, -0.424)  -0.15
C (1.996, -1.621, -1.090)  0.41
O (2.638, -2.234, -0.248)  -0.53
H (-0.163, -2.535, -2.006)  0.18
H (-1.145, -2.299, -0.485)  0.17
H (-1.841, -1.904, -2.083)  0.21
H (-0.975, -0.025, -0.672)  0.34
H (0.558, -0.304, 1.518)  0.22
H (-0.440, -1.598, 0.952)  0.20
H (1.184, -1.866, 1.449)  0.25
H (1.315, 0.296, -0.562)  0.23
H (2.277, -1.723, -2.049)  0.14
H (0.011, 2.409, 0.628)  0.50
H (1.566, 2.739, 0.156)  0.48
O (0.987, 2.408, 0.783)  -0.97
H (-3.452, 3.884, 1.562)  0.48
H (-2.275, 4.763, 2.349)  0.48
O (-2.518, 3.861, 2.024)  -0.96

frontier orbital gap = 9.57 eV
net charge = 0
HOMO = -9.1 eV
relative energy (zero: lowest compared OMol25 entry of this formula, charge and spin) = 347.7 kJ/mol
SMILES = CN[C@@H](C)C=O.O.O

Below is C62H43F9N3O6PTl as an isolated structure, with properties calculated with ωB97M-V with the def2-TZVPD basis set.

Last column: Löwdin charge in e.
Cartesian coordinates (Å):
Tl (0.169, -0.483, -2.063)  0.81
O (0.618, 0.889, -0.780)  -0.41
C (1.361, 1.968, -1.130)  -0.47
C (2.209, 1.632, -2.429)  -0.08
C (3.365, 0.743, -2.114)  -0.25
C (4.682, 1.202, -2.056)  -0.01
C (5.677, 0.351, -1.600)  -0.05
C (5.336, -0.945, -1.239)  -0.03
C (4.011, -1.339, -1.379)  -0.26
C (3.560, -2.738, -1.087)  -0.05
C (3.181, -3.052, 0.383)  -0.32
O (2.184, -2.122, 0.901)  -0.04
C (2.611, -4.471, 0.483)  -0.16
C (1.772, -4.787, 1.553)  -0.01
C (1.226, -6.051, 1.681)  -0.07
C (1.520, -7.038, 0.748)  -0.09
C (2.368, -6.743, -0.305)  -0.08
C (2.912, -5.468, -0.435)  -0.04
C (4.382, -2.904, 1.310)  -0.13
C (4.709, -1.652, 1.824)  -0.02
C (5.785, -1.503, 2.688)  -0.07
C (6.541, -2.606, 3.061)  -0.10
C (6.233, -3.853, 2.539)  -0.08
C (5.164, -4.000, 1.665)  -0.02
N (3.061, -0.518, -1.815)  0.16
C (0.487, 3.214, -1.462)  -0.10
C (-0.016, 3.418, -2.746)  -0.01
C (-0.738, 4.560, -3.071)  -0.05
C (-0.967, 5.536, -2.112)  -0.08
C (-0.512, 5.328, -0.816)  -0.09
C (0.191, 4.175, -0.496)  -0.04
C (2.366, 2.397, -0.034)  -0.16
C (3.175, 3.528, -0.171)  -0.05
C (4.095, 3.875, 0.805)  -0.08
C (4.197, 3.118, 1.969)  -0.10
C (3.383, 2.006, 2.124)  -0.09
C (2.500, 1.635, 1.112)  -0.02
H (2.547, 2.542, -2.929)  0.14
H (1.518, 1.093, -3.077)  0.02
H (4.908, 2.213, -2.369)  0.11
H (6.703, 0.691, -1.525)  0.10
H (6.078, -1.639, -0.865)  0.11
H (4.374, -3.415, -1.347)  0.12
H (2.686, -2.951, -1.701)  0.12
H (1.543, -4.028, 2.291)  0.11
H (0.565, -6.262, 2.514)  0.09
H (1.094, -8.029, 0.845)  0.10
H (2.608, -7.502, -1.040)  0.10
H (3.571, -5.268, -1.270)  0.11
H (4.117, -0.790, 1.545)  0.10
H (6.027, -0.521, 3.074)  0.10
H (7.356, -2.497, 3.767)  0.10
H (6.814, -4.722, 2.825)  0.10
H (4.934, -4.980, 1.267)  0.11
H (0.159, 2.675, -3.517)  0.06
H (-1.112, 4.688, -4.080)  0.09
H (-1.495, 6.446, -2.371)  0.10
H (-0.698, 6.072, -0.050)  0.10
H (0.525, 4.027, 0.523)  0.12
H (3.070, 4.158, -1.048)  0.12
H (4.731, 4.742, 0.666)  0.10
H (4.894, 3.403, 2.749)  0.09
H (3.431, 1.421, 3.036)  0.10
H (1.900, 0.737, 1.192)  0.09
O (0.464, 1.063, -4.384)  -0.11
C (-0.214, 1.856, -5.013)  -0.23
C (-1.552, 2.333, -4.717)  -0.16
C (-2.010, 3.403, -5.476)  -0.01
C (-3.253, 3.952, -5.266)  -0.19
C (-4.106, 3.413, -4.280)  0.00
C (-3.697, 2.353, -3.533)  0.01
C (-2.392, 1.750, -3.689)  -0.37
O (-2.051, 0.775, -2.977)  -0.16
N (-3.689, 5.075, -6.060)  -0.37
O (-2.944, 5.509, -6.928)  0.03
O (-4.793, 5.550, -5.832)  0.03
H (0.214, 2.305, -5.935)  0.14
H (-1.374, 3.835, -6.241)  0.13
H (-5.082, 3.858, -4.143)  0.11
H (-4.340, 1.924, -2.774)  0.11
N (0.107, -1.621, 1.071)  -0.03
C (1.008, -2.148, 0.283)  -0.11
F (-7.752, -3.756, -0.113)  0.13
C (-7.611, -2.584, -0.770)  -0.58
F (-7.847, -2.829, -2.069)  0.13
F (-8.604, -1.783, -0.330)  0.13
C (-6.262, -1.977, -0.530)  -0.13
C (-5.881, -1.710, 0.783)  -0.01
C (-4.650, -1.141, 1.038)  -0.08
C (-3.767, -0.850, -0.005)  -0.34
C (-4.166, -1.122, -1.312)  -0.06
C (-5.412, -1.681, -1.579)  0.01
P (-2.095, -0.048, 0.170)  1.17
C (-2.673, 1.118, 1.479)  -0.34
C (-3.254, 2.284, 0.985)  -0.06
C (-3.798, 3.231, 1.838)  0.00
C (-3.742, 3.027, 3.206)  -0.13
C (-3.169, 1.870, 3.718)  -0.01
C (-2.658, 0.913, 2.857)  -0.07
C (-4.287, 4.044, 4.163)  -0.58
F (-3.303, 4.680, 4.834)  0.14
F (-5.018, 4.989, 3.549)  0.13
F (-5.077, 3.477, 5.100)  0.13
C (-1.274, -1.392, 1.234)  -0.38
C (-0.186, -0.949, 2.295)  -0.14
C (-0.057, -1.738, 3.523)  0.05
C (-0.666, -2.925, 3.629)  -0.13
C (-1.643, -3.383, 2.650)  -0.01
C (-1.996, -2.642, 1.594)  -0.01
C (-0.456, -3.791, 4.831)  -0.58
F (-1.626, -4.131, 5.412)  0.13
F (0.300, -3.208, 5.772)  0.14
F (0.151, -4.950, 4.492)  0.13
H (-6.553, -1.953, 1.597)  0.12
H (-4.372, -0.930, 2.064)  0.11
H (-3.495, -0.869, -2.127)  0.09
H (-5.718, -1.883, -2.596)  0.12
H (-3.268, 2.457, -0.087)  0.11
H (-4.255, 4.126, 1.441)  0.12
H (-3.134, 1.712, 4.789)  0.12
H (-2.261, -0.001, 3.280)  0.10
H (0.056, 0.108, 2.312)  0.14
H (0.535, -1.337, 4.336)  0.13
H (-2.170, -4.308, 2.856)  0.12
H (-2.826, -2.954, 0.979)  0.11

frontier orbital gap = 6.34 eV
net charge = -1
HOMO = -4.5 eV
relative energy (zero: lowest compared OMol25 entry of this formula, charge and spin) = 517.4 kJ/mol

Below is C29H32NOPb as an isolated structure, with properties calculated with ωB97M-V with the def2-TZVPD basis set.

Last column: natural (NBO) charge in e.
Cartesian coordinates (Å):
C (-2.372, 1.138, -1.777)  -0.28
C (-1.331, 0.599, -2.604)  -0.16
C (-1.407, -0.820, -2.540)  -0.33
H (-0.645, 1.176, -3.230)  0.24
C (-2.480, -1.172, -1.670)  -0.18
C (-3.082, 0.034, -1.197)  -0.36
H (-2.813, -2.186, -1.455)  0.24
C (1.222, 2.363, 1.251)  -0.32
C (1.523, 2.366, -0.146)  -0.10
C (2.297, 1.208, -0.431)  -0.32
H (1.266, 3.147, -0.862)  0.24
C (2.504, 0.494, 0.783)  0.10
C (1.824, 1.205, 1.825)  -0.28
H (-0.786, -1.523, -3.097)  0.26
H (-3.967, 0.105, -0.562)  0.25
H (-2.613, 2.193, -1.654)  0.24
H (1.815, 0.914, 2.873)  0.24
H (2.717, 0.922, -1.402)  0.24
H (0.688, 3.140, 1.804)  0.25
Pb (-0.637, 0.284, 0.362)  1.31
C (3.456, -0.668, 1.005)  -0.09
C (4.452, -0.272, 2.108)  -0.60
C (4.249, -1.017, -0.260)  -0.62
H (4.987, 0.639, 1.813)  0.23
H (5.191, -1.068, 2.255)  0.23
H (3.954, -0.084, 3.067)  0.21
H (4.847, -0.154, -0.568)  0.23
H (3.580, -1.311, -1.077)  0.23
H (4.925, -1.852, -0.041)  0.22
C (2.687, -1.945, 1.505)  -0.48
C (1.888, -2.717, 0.453)  0.69
H (1.980, -1.654, 2.303)  0.23
H (3.409, -2.630, 1.982)  0.23
O (1.120, -2.156, -0.350)  -0.66
N (2.023, -4.070, 0.439)  -0.59
C (0.951, -4.886, -0.159)  -0.24
H (2.506, -4.502, 1.221)  0.40
C (0.838, -4.636, -1.633)  -0.04
C (-0.420, -4.633, -2.236)  -0.21
H (-1.299, -4.767, -1.604)  0.21
C (-0.538, -4.437, -3.613)  -0.21
H (-1.529, -4.427, -4.069)  0.22
C (0.606, -4.258, -4.396)  -0.22
H (0.511, -4.087, -5.469)  0.22
C (1.870, -4.282, -3.795)  -0.21
H (2.771, -4.147, -4.394)  0.22
C (1.983, -4.478, -2.415)  -0.17
H (2.963, -4.500, -1.934)  0.21
H (-0.012, -4.664, 0.326)  0.20
H (1.191, -5.936, 0.044)  0.23
C (-1.338, -0.619, 2.484)  -0.85
C (-2.180, 0.434, 3.090)  0.02
C (-2.485, 1.674, 2.460)  -0.26
C (-3.313, 2.605, 3.078)  -0.19
C (-3.852, 2.349, 4.344)  -0.20
C (-3.539, 1.144, 4.992)  -0.18
C (-2.713, 0.209, 4.373)  -0.23
H (-0.401, -0.836, 3.016)  0.22
H (-1.867, -1.527, 2.148)  0.23
H (-2.087, 1.958, 1.469)  0.18
H (-3.535, 3.542, 2.558)  0.22
H (-4.500, 3.083, 4.821)  0.23
H (-3.941, 0.935, 5.987)  0.23
H (-2.464, -0.728, 4.876)  0.22

frontier orbital gap (spin up / spin down) = 5.09 / 5.60 eV
net charge = +1
HOMO (spin up / spin down) = -10.6 / -11.1 eV